18
Properties=species:S:1:pos:R:3 method="wB97M-V/def2-TZVPD" homo_ev=-13.180 total_charge=+1 mol_weight_g_mol=90.15 lumo_energy_ev=-7.3
C -0.55 -1.33 1.69
C 0.18 -1.43 0.40
C -0.37 -0.98 -0.81
C 0.19 -1.24 -2.03
N -1.11 2.59 0.45
H -0.05 -1.90 2.48
H -1.56 -1.63 1.43
H 0.82 -2.30 0.23
H -0.55 -0.26 1.95
H -1.26 -0.35 -0.80
H -0.20 -0.72 -2.90
H 1.00 -1.95 -2.06
H -1.08 2.80 1.44
H -0.18 2.63 0.08
H -1.64 3.36 0.06
H 2.87 1.19 -0.50
H 1.58 0.36 -0.72
O 1.92 1.17 -0.38